An isolated molecule of C17H27N3O2S2 in a non-equilibrium geometry. Source: the OMol25 dataset; level of theory: ωB97M-V with the def2-TZVPD basis set.

## Properties
ΔE to the lowest compared entry with this formula, charge and spin, kJ/mol: 17.2
E_HOMO, Eh: -0.3062
E_LUMO, eV: 0.3

Each line ends with the natural charge from an NBO analysis.
Element x y z (Å)
1 C -1.280 5.016 3.291  -0.601
2 C -0.207 4.398 2.403  -0.398
3 C 0.334 3.098 2.992  -0.397
4 C 1.379 2.442 2.088  -0.227
5 N 0.810 1.933 0.865  -0.604
6 C 0.979 2.497 -0.343  0.294
7 S 1.945 3.806 -0.618  -0.265
8 N 0.334 1.926 -1.406  -0.640
9 C -0.475 0.777 -1.397  0.192
10 C -0.092 -0.316 -2.175  -0.229
11 C -0.861 -1.458 -2.191  -0.327
12 S -0.322 -2.859 -3.182  2.339
13 O -1.479 -3.646 -3.488  -0.938
14 O 0.489 -2.347 -4.246  -0.939
15 N 0.660 -3.791 -2.230  -0.679
16 C 0.054 -4.601 -1.204  -0.229
17 C 0.086 -3.920 0.167  -0.418
18 C 1.519 -3.517 0.506  -0.399
19 C 2.072 -2.605 -0.588  -0.418
20 C 1.990 -3.317 -1.941  -0.229
21 C -2.026 -1.540 -1.452  -0.191
22 C -2.428 -0.444 -0.710  -0.193
23 C -1.677 0.727 -0.675  -0.036
24 C -2.200 1.919 0.068  -0.648
25 H -0.879 5.234 4.278  0.201
26 H -1.644 5.944 2.856  0.212
27 H -2.123 4.338 3.406  0.196
28 H 0.617 5.102 2.279  0.209
29 H -0.622 4.207 1.412  0.200
30 H 0.798 3.304 3.958  0.208
31 H -0.489 2.398 3.165  0.185
32 H 2.139 3.175 1.808  0.244
33 H 1.862 1.613 2.616  0.196
34 H 0.220 1.117 0.931  0.398
35 H 0.716 2.199 -2.302  0.427
36 H 0.797 -0.273 -2.786  0.246
37 H -0.966 -4.805 -1.529  0.237
38 H 0.601 -5.550 -1.153  0.198
39 H -0.549 -3.032 0.151  0.202
40 H -0.305 -4.607 0.919  0.215
41 H 1.549 -3.008 1.472  0.210
42 H 2.140 -4.412 0.579  0.196
43 H 1.489 -1.682 -0.621  0.200
44 H 3.110 -2.345 -0.380  0.217
45 H 2.272 -2.658 -2.762  0.237
46 H 2.665 -4.181 -1.939  0.198
47 H -2.617 -2.441 -1.501  0.243
48 H -3.358 -0.481 -0.162  0.219
49 H -1.739 2.833 -0.297  0.236
50 H -2.010 1.841 1.138  0.221
51 H -3.277 1.992 -0.069  0.229

---

An isolated molecule of C8H12OS in a non-equilibrium geometry. Source: the OMol25 dataset; level of theory: ωB97M-V with the def2-TZVPD basis set.

## Properties
ΔE to the lowest compared entry with this formula, charge and spin, kJ/mol: 364.4
E_HOMO, Eh: -0.3277
E_LUMO, eV: 0.7

Each line ends with the natural charge from an NBO analysis.
Element x y z (Å)
1 C 2.275 0.762 -1.923  -0.217
2 C 2.821 -0.207 -0.876  -0.246
3 C 1.011 1.001 -1.418  -0.184
4 C 1.935 -0.799 -0.099  -0.178
5 C 0.485 -0.125 -0.459  -0.315
6 C -0.742 0.423 0.471  -0.388
7 C -0.380 1.679 1.234  -0.607
8 C -2.596 -1.791 0.296  -0.800
9 O -1.774 -0.545 2.676  -0.971
10 S -1.189 -1.111 1.443  1.231
11 H 2.799 1.234 -2.778  0.236
12 H 3.863 -0.495 -0.601  0.219
13 H 0.272 1.579 -1.922  0.196
14 H -1.422 0.796 -0.294  0.221
15 H 0.200 -1.076 -1.024  0.247
16 H 2.034 -1.544 0.565  0.206
17 H -1.218 1.964 1.986  0.235
18 H -0.299 2.438 0.567  0.212
19 H 0.498 1.598 1.752  0.213
20 H -2.211 -2.066 -0.755  0.233
21 H -3.330 -1.027 0.423  0.227
22 H -3.034 -2.687 0.736  0.231

---

| no. | energy (eV) |
| --- | --- |
| 1 | -48303.7628 |
| 2 | -21368.9725 |